This record from the OMol25 dataset describes a 2-piece molecular cluster, C3H10NO overall. The level of theory is the ωB97M-V functional and the def2-TZVPD basis.

The geometry in XYZ format:
```
15
Properties=species:S:1:pos:R:3:lowdin_charge:R:1
N 1.6674 -0.8249 2.4713 -0.0577
C 1.3522 0.4129 1.6952 -0.6404
O 0.5421 0.2347 0.6513 -0.3243
H 1.9634 -1.4884 1.7606 0.0212
H 0.7675 -1.1767 2.7879 0.0193
H 0.9550 1.1430 2.4450 0.0630
H 2.3528 0.8307 1.4104 0.0620
C -1.1620 -0.6552 -1.5870 -0.2056
C -1.2745 0.8608 -1.7298 -0.2007
H -1.9284 -1.1882 -2.1579 0.0433
H -1.1597 -0.9066 -0.5287 0.0361
H -0.1785 -0.9601 -1.9489 0.0536
H -2.1765 1.2484 -1.2498 0.0506
H -0.4135 1.3067 -1.2360 0.0360
H -1.3074 1.1627 -2.7835 0.0436
```

## Properties
frontier orbital gap: 6.8800 eV
highest occupied orbital energy: -2.485 eV
LUMO: 4.395 eV
net charge: -1
ΔE to the lowest compared entry with this formula, charge and spin: 7.1 kcal/mol



This record from the OMol25 dataset describes one molecule with the formula C5H6N2. The level of theory is the ωB97M-V functional and the def2-TZVPD basis.

The geometry in XYZ format:
```
13
Properties=species:S:1:pos:R:3:lowdin_charge:R:1
C 0.6559 1.2606 0.3860 -0.0780
C 1.3427 0.5584 -0.8329 -0.0430
C 0.3447 -0.5471 -0.5478 -0.3515
N -0.4240 -1.4914 -1.0164 0.1039
C -1.4341 -1.5434 -0.0643 -0.1517
C -1.2862 -0.5920 0.9173 -0.0700
N -0.0832 0.0034 0.6120 -0.0408
H -0.0200 2.0720 0.1046 0.1178
H 1.2942 1.5647 1.2185 0.1091
H 1.2275 1.0634 -1.7943 0.1074
H 2.3928 0.3035 -0.6703 0.1041
H -2.2215 -2.2826 -0.1384 0.0919
H -1.8675 -0.3587 1.7968 0.1007
```

## Properties
frontier orbital gap: 9.5966 eV
highest occupied orbital energy: -8.651 eV
LUMO: 0.946 eV
net charge: 0
ΔE to the lowest compared entry with this formula, charge and spin: 32.1 kcal/mol
SMILES: c1cn2c(n1)CC2



This record from the OMol25 dataset describes C20H34BFeN14O3P2S as an isolated structure. The level of theory is the ωB97M-V functional and the def2-TZVPD basis.

The geometry in XYZ format:
```
76
Properties=species:S:1:pos:R:3:mulliken_spin:R:1
Fe -1.5842 -1.0795 0.2402 1.1327
C -4.6474 -3.8633 0.8714 -0.0012
C -3.6467 -3.0077 1.3189 0.0042
N -3.1718 -2.2947 0.2964 -0.0499
N -3.8326 -2.6913 -0.8078 -0.0029
C -4.7273 -3.6301 -0.4876 0.0040
B -3.4803 -2.0447 -2.1412 -0.0151
N -1.9987 -2.3549 -2.4031 -0.0016
C -1.3949 -2.9305 -3.4478 0.0004
C -0.0310 -2.9092 -3.2319 0.0014
C 0.1178 -2.2835 -1.9945 0.0005
N -1.0767 -1.9524 -1.5053 -0.0071
N -3.6037 -0.5273 -1.9432 0.0062
C -4.3490 0.3760 -2.5876 0.0052
C -4.1195 1.6139 -2.0171 0.0016
C -3.1926 1.3635 -1.0085 0.0113
N -2.8886 0.0672 -0.9693 -0.0238
H -5.2223 -4.5574 1.4567 -0.0001
H -3.2611 -2.8705 2.3133 -0.0017
H -5.3546 -4.0604 -1.2495 0.0003
H -4.1781 -2.4260 -3.0358 0.0000
H -1.9805 -3.3119 -4.2669 0.0000
H 0.7414 -3.2975 -3.8706 0.0004
H 1.0027 -2.0571 -1.4307 0.0048
H -4.9900 0.0717 -3.3971 0.0003
H -4.5598 2.5562 -2.2889 0.0002
H -2.7412 2.0467 -0.3136 -0.0028
C -0.1153 1.4900 -2.9279 -0.0012
N 0.9564 1.7260 -1.9649 0.0007
C 2.0845 2.4571 -2.5182 0.0000
P 0.5767 1.8119 -0.3668 0.0034
O -0.6045 0.9642 -0.0519 -0.0204
O 2.0081 1.5029 0.3130 0.0010
P 2.4832 0.1273 1.0479 0.0021
O 1.5808 -0.9727 0.6850 0.0143
N 2.5191 0.4474 2.6459 0.0000
C 1.2808 0.3801 3.4184 0.0005
C 3.4688 1.4110 3.1732 0.0000
N 4.0185 -0.0402 0.5125 0.0001
C 4.8420 1.0000 -0.0681 0.0000
C 4.5961 -1.3786 0.4894 0.0002
N 0.3004 3.3396 0.1815 -0.0001
C 1.3864 4.2985 0.3191 0.0000
C -0.8410 3.6391 1.0419 0.0018
H 0.2704 0.8592 -3.7315 0.0000
H -0.4817 2.4271 -3.3605 0.0000
H -0.9395 0.9682 -2.4496 0.0008
H 2.4128 1.9576 -3.4315 0.0000
H 2.9211 2.4568 -1.8223 0.0000
H 1.8235 3.4917 -2.7692 0.0000
H 0.5887 -0.3225 2.9667 0.0012
H 0.8001 1.3635 3.4802 0.0000
H 1.5126 0.0338 4.4258 0.0000
H 4.4089 1.3650 2.6270 0.0000
H 3.6738 1.1669 4.2160 0.0000
H 3.0750 2.4341 3.1242 0.0000
H 4.3627 1.9718 0.0257 0.0000
H 5.0274 0.8041 -1.1299 0.0000
H 5.8084 1.0450 0.4429 0.0000
H 3.9219 -2.0912 0.9584 -0.0002
H 5.5413 -1.3905 1.0363 0.0000
H 4.7786 -1.6941 -0.5426 0.0000
H 2.2573 4.0003 -0.2596 0.0000
H 1.6907 4.3848 1.3675 0.0001
H 1.0669 5.2822 -0.0316 -0.0001
H -1.5273 2.7987 1.0731 -0.0008
H -1.3645 4.5241 0.6734 0.0000
H -0.5023 3.8351 2.0640 0.0001
S -2.5950 0.1553 1.9469 -0.0815
C -2.4257 -0.7381 3.3627 0.0197
N -2.3151 -1.3296 4.3501 -0.0176
N 2.7317 -3.2999 3.7641 0.0072
C 1.7033 -3.4968 3.2686 -0.0037
N 0.5379 -3.7992 2.7365 0.0141
C -0.1942 -2.9848 2.1001 0.0119
N -0.9402 -2.3274 1.4890 -0.0206
```

## Properties
frontier orbital gap (spin up / spin down): 7.5036 / 7.5439 eV
highest occupied orbital energy (spin up / spin down): -8.196 / -8.204 eV
LUMO (spin up / spin down): -0.692 / -0.660 eV
net charge: 0
multiplicity: 2



This record from the OMol25 dataset describes a 2-piece molecular cluster, C3H8NO2 overall. The level of theory is the ωB97M-V functional and the def2-TZVPD basis.

The geometry in XYZ format:
```
14
Properties=species:S:1:pos:R:3:lowdin_charge:R:1
C -1.4227 0.4583 0.1982 -0.1127
C 0.8800 0.2050 -1.3901 -0.0536
C 0.0083 0.6550 0.4712 -0.6689
N 0.5508 -0.3992 1.4039 -0.0662
O 1.6203 0.2745 2.0675 -0.1795
O 0.4210 1.8865 0.6300 -0.2070
H -1.5902 -0.5397 -0.3104 0.0784
H -1.6800 1.2625 -0.5391 0.0781
H -2.1398 0.4958 1.1224 0.0901
H 1.1936 -0.8537 -1.2480 0.0004
H 1.6162 0.9250 -1.1390 -0.0267
H -0.0227 0.4639 -1.8908 -0.0395
H -0.1165 -0.5261 2.1407 0.0654
H 1.4590 1.1786 1.6186 0.0416
```

## Properties
frontier orbital gap: 6.6993 eV
highest occupied orbital energy: -2.333 eV
LUMO: 4.366 eV
net charge: -1
ΔE to the lowest compared entry with this formula, charge and spin: 112.3 kcal/mol